(1)
The following is a DFT calculation (ωB97M-V/def2-TZVPD) of C41H60BeN3O6P3 as an isolated structure.

Results
energy above the lowest of the compared OMol25 structures with the same formula, charge and spin: 6.3 kcal per mole
spin multiplicity: 1
total charge: 0

Atoms and positions in Å:
Be 0.6332 0.1559 0.7463
C -1.2238 -2.2232 -1.2921
P -1.1044 -0.5556 -0.5426
C -2.5711 -0.5022 0.5392
N -3.6866 -1.0497 0.1484
C -4.7580 -0.9483 0.9698
C -5.9913 -1.4919 0.5705
C -7.0824 -1.3634 1.3855
C -6.9815 -0.7109 2.6243
C -5.7919 -0.1786 3.0421
C -4.6562 -0.2800 2.2186
N -3.4758 0.2487 2.6168
C -2.4624 0.1413 1.8034
P -0.8290 0.7550 2.3185
C -1.1001 2.5498 2.1207
C -0.8247 0.4775 4.1887
C -1.6409 1.5396 4.9257
C 0.6528 0.5634 4.5841
C -1.3690 -0.9078 4.5350
C -1.7464 0.5145 -1.9730
C -3.0668 0.0329 -2.5678
C -0.6600 0.5382 -3.0440
C -1.8983 1.9264 -1.4099
H -2.2706 -2.4964 -1.4097
H -0.7252 -2.9494 -0.6563
H -0.7203 -2.2010 -2.2564
H -6.0419 -1.9839 -0.3884
H -8.0352 -1.7629 1.0751
H -7.8608 -0.6301 3.2464
H -5.6991 0.3233 3.9922
H -2.1183 2.8440 2.3668
H -0.8628 2.8091 1.0913
H -0.3818 3.0690 2.7468
H -1.1967 2.5261 4.8208
H -1.6721 1.2914 5.9862
H -2.6604 1.5700 4.5487
H 1.1009 1.4644 4.1693
H 1.2164 -0.2887 4.2036
H 0.7507 0.5907 5.6684
H -2.4216 -0.9903 4.2686
H -1.2717 -1.0809 5.6076
H -0.8157 -1.6885 4.0170
H -2.9572 -0.9342 -3.0509
H -3.4124 0.7427 -3.3174
H -3.8367 -0.0528 -1.8054
H -0.5305 -0.4343 -3.5123
H 0.2874 0.8478 -2.6077
H -0.9245 1.2460 -3.8268
H -2.6050 1.9466 -0.5792
H -2.2630 2.6072 -2.1782
H -0.9320 2.2927 -1.0643
C -5.1819 -6.3720 1.0133
C -3.7073 -6.5293 1.2373
C -3.1150 -7.7732 1.0585
C -1.7592 -7.9437 1.2652
C -0.9708 -6.8652 1.6130
C -1.5431 -5.6067 1.7853
N -0.7655 -4.4833 2.0283
C 0.4076 -4.3088 2.6978
C 0.9300 -5.2342 3.6112
C 2.0969 -4.9695 4.2949
C 2.8114 -3.7957 4.0757
C 2.3192 -2.8766 3.1761
C 1.1187 -3.0999 2.5050
C 0.5900 -1.9935 1.6938
O 1.4049 -1.1210 1.2721
O -0.6423 -1.8784 1.4959
C -2.9285 -5.4359 1.6176
C -3.5823 -4.1000 1.8370
H -5.6293 -7.3207 0.7292
H -5.3846 -5.6477 0.2251
H -5.6744 -6.0208 1.9194
H -3.7221 -8.6143 0.7574
H -1.3103 -8.9171 1.1326
H 0.0966 -6.9871 1.7152
H -1.1315 -3.6152 1.6511
H 0.3844 -6.1435 3.8128
H 2.4541 -5.6840 5.0219
H 3.7162 -3.5894 4.6280
H 2.8285 -1.9433 2.9860
H -2.9264 -3.3954 2.3433
H -4.4794 -4.2136 2.4449
H -3.8875 -3.6617 0.8862
C 4.0853 4.2431 2.0675
C 3.0997 3.3840 2.8538
C 3.8338 2.6968 4.0141
C 1.9630 4.2689 3.3668
O 2.5449 2.3351 2.0488
P 2.1334 2.5767 0.4983
O 1.4306 3.8432 0.2678
O 1.3595 1.3038 0.1598
O 3.4885 2.5567 -0.3460
C 4.3515 1.4483 -0.6089
C 5.6457 2.0792 -1.1305
C 4.6351 0.6309 0.6472
C 3.7448 0.5534 -1.6892
H 4.4618 5.0456 2.6975
H 3.5819 4.6676 1.2050
H 4.9221 3.6399 1.7267
H 4.3338 3.4364 4.6363
H 4.5809 2.0091 3.6243
H 3.1427 2.1338 4.6360
H 2.3518 5.1164 3.9245
H 1.3013 3.7016 4.0183
H 1.4046 4.6312 2.5084
H 6.0435 2.7696 -0.3911
H 5.4397 2.6323 -2.0425
H 6.3826 1.3077 -1.3382
H 5.1008 1.2575 1.4037
H 5.3106 -0.1888 0.4102
H 3.7075 0.2273 1.0423
H 3.4242 1.1649 -2.5290
H 2.8856 0.0201 -1.2929
H 4.4858 -0.1649 -2.0342

Cartesian forces (eV/Å) of the 3 atoms listed first:
Be -0.47 -0.49 0.22
C 0.29 0.11 0.20
P -0.61 0.20 -1.27



(2)
The following is a DFT calculation (ωB97M-V/def2-TZVPD) of a 3-piece molecular cluster, C41H60ClIN5O4S overall.

Results
spin multiplicity: 1
total charge: +1

Atoms and positions in Å:
C -0.5500 0.1390 3.3637
C -0.8954 0.3279 2.2233
C -1.3202 0.5636 0.8284
C -1.0936 2.0797 0.5646
C 0.3159 2.5559 0.2958
C 1.4362 1.8611 0.7276
C 2.7192 2.3188 0.4947
C 2.9035 3.5101 -0.1804
C 1.7972 4.2144 -0.6204
C 0.5038 3.7607 -0.3903
C -0.6418 4.6140 -0.8708
C -0.5283 -0.3830 -0.1674
C 0.0762 -1.5877 0.5828
C 0.8126 -2.6036 -0.2665
O 2.0661 -2.0191 -0.6004
C 1.0557 -3.9008 0.5148
N 1.3427 -4.9947 -0.4277
N -1.3257 -0.8960 -1.3329
C -0.9990 -0.4546 -2.6979
Cl 0.5004 -1.2263 -3.2645
C -0.9620 1.0606 -2.9651
C 0.4138 1.7319 -3.0553
C -2.6732 -0.9868 -1.1116
N -3.2947 -2.0701 -1.4445
C -2.5896 -3.2620 -2.0072
C -3.5230 -4.2881 -2.6148
C -4.0630 -3.8621 -3.9815
I -2.7949 -4.5725 -5.5640
N -4.6867 -2.1240 -1.3339
C -5.1848 -2.5565 -0.2976
S -5.9482 -3.1297 0.9034
N -3.3855 0.0469 -0.5199
C -2.8773 0.2492 0.8376
O -3.0566 -1.0078 1.4638
C -3.7079 1.3215 1.5298
C -5.2023 0.9932 1.5852
C -6.0628 2.2100 1.9823
C -7.4218 2.1364 1.3331
C -8.3820 1.2713 1.8464
C -9.6157 1.1565 1.2304
C -9.8931 1.9114 0.1022
C -8.9461 2.7747 -0.4145
C -7.7113 2.8882 0.2034
H -0.3318 0.0393 4.4001
H -1.4359 2.5912 1.4667
H -1.7513 2.4395 -0.2286
H 1.3326 0.9274 1.2570
H 3.5691 1.7519 0.8520
H 3.8913 3.9005 -0.3787
H 1.9282 5.1432 -1.1598
H -1.4431 4.0354 -1.3328
H -1.0815 5.1782 -0.0468
H -0.2922 5.3254 -1.6149
H 0.3094 0.1519 -0.6091
H -0.7268 -2.0887 1.1249
H 0.8190 -1.2234 1.2885
H 0.2718 -2.8993 -1.1678
H 2.4655 -2.5813 -1.2731
H 1.8930 -3.7567 1.1938
H 0.1762 -4.1346 1.1264
H 2.0036 -5.6421 -0.0187
H 0.5065 -5.5359 -0.6002
H -1.7696 -0.8848 -3.3368
H -1.5788 1.5978 -2.2438
H -1.4388 1.1997 -3.9367
H 0.2617 2.8092 -3.0211
H 1.0954 1.4420 -2.2617
H 0.8600 1.5209 -4.0240
H -2.0410 -3.7078 -1.1782
H -1.8975 -2.9151 -2.7692
H -4.3379 -4.5687 -1.9495
H -2.9211 -5.1894 -2.7261
H -4.0627 -2.7833 -4.0974
H -5.0462 -4.2677 -4.1815
H -3.3078 0.8971 -1.0693
H -3.4764 -0.8809 2.3183
H -3.5933 2.2840 1.0318
H -3.2997 1.4621 2.5345
H -5.4072 0.1572 2.2549
H -5.5180 0.6884 0.5870
H -6.1851 2.2364 3.0658
H -5.5588 3.1332 1.6959
H -8.1410 0.6899 2.7277
H -10.3556 0.4800 1.6337
H -10.8562 1.8150 -0.3788
H -9.1483 3.3638 -1.2974
H -6.9483 3.5546 -0.1780
C 6.4754 -0.8395 3.6829
C 5.8416 -1.9640 2.8673
C 4.6088 -1.2753 2.2974
O 4.9589 0.0986 2.1297
C 6.1953 0.3701 2.8041
H 7.5380 -0.9821 3.8711
H 5.9673 -0.7384 4.6450
H 6.5139 -2.2622 2.0606
H 5.5960 -2.8478 3.4550
H 3.7601 -1.3413 2.9906
H 4.2993 -1.6816 1.3324
H 6.9776 0.4961 2.0528
H 6.0954 1.2970 3.3710
C 9.1449 0.5466 -1.6118
C 10.2357 0.8721 -0.5937
C 9.5203 0.5946 0.7210
O 8.5816 -0.4518 0.4549
C 8.4604 -0.6450 -0.9568
H 9.5260 0.3179 -2.6056
H 8.4487 1.3838 -1.6971
H 11.0799 0.1907 -0.7165
H 10.6094 1.8923 -0.6612
H 8.9734 1.4792 1.0676
H 10.1943 0.2726 1.5154
H 8.9562 -1.5836 -1.2263
H 7.4032 -0.7258 -1.2132

Cartesian forces (eV/Å) of the 3 atoms listed first:
C -0.60 0.40 -0.77
C 0.47 -0.28 0.71
C 0.05 0.19 0.17



(3)
The following is a DFT calculation (ωB97M-V/def2-TZVPD) of C41H60HfN6OP2S2 as an isolated structure.

Results
energy above the lowest of the compared OMol25 structures with the same formula, charge and spin: 27.2 kcal per mole
spin multiplicity: 1
total charge: +2

Atoms and positions in Å:
Hf -0.1842 0.5076 -1.1180
C 2.8177 -0.0230 -2.4235
N 1.5792 0.6591 -2.7541
C 1.0906 0.0884 -4.0326
C 1.8037 2.1154 -2.9585
C 3.0350 2.6048 -3.3857
C 3.1551 3.9580 -3.6345
C 2.0836 4.7661 -3.4137
C 0.8552 4.3191 -2.9010
C 0.7146 2.9649 -2.6558
N -0.3958 2.3493 -2.1356
C -1.4571 3.1220 -1.6494
C -2.3930 3.8076 -2.4597
C -3.3796 4.5994 -1.8619
C -3.4930 4.7063 -0.4838
C -2.6386 3.9649 0.3289
C -1.6157 3.2275 -0.3055
N -0.6036 2.5160 0.4816
C 0.5401 3.4329 0.6568
C -1.0733 2.1834 1.8334
H 3.5567 -0.0550 -3.2415
H 2.5351 -1.0861 -2.2350
H 3.2359 0.5106 -1.5912
H 1.8369 0.3291 -4.8048
H 0.1540 0.4801 -4.3287
H 0.9206 -0.9488 -3.9976
H 3.8723 1.9908 -3.6639
H 4.0913 4.4022 -3.9116
H 2.0917 5.8114 -3.6613
H 0.0657 5.0483 -2.7225
H -2.3808 3.6815 -3.5562
H -4.0170 5.2268 -2.5062
H -4.3117 5.2795 -0.0573
H -2.7099 3.9453 1.4139
H 0.2213 4.3999 1.0617
H 1.0034 3.5799 -0.3272
H 1.2583 3.0183 1.3500
H -1.1192 3.0915 2.4273
H -0.3032 1.5267 2.1893
H -2.0233 1.6583 1.8319
C 2.9211 1.2176 1.4338
P 2.0117 -0.2353 0.9104
C 1.0673 -0.5238 2.4738
N 1.8251 -0.4025 3.5289
C 1.3046 -0.5061 4.7536
C 2.1591 -0.5509 5.9054
C 1.5862 -0.4035 7.1480
C 0.1699 -0.1980 7.2677
C -0.6849 -0.2549 6.1888
C -0.1030 -0.4294 4.8789
N -0.8967 -0.5818 3.7985
C -0.3289 -0.7605 2.6114
P -1.3840 -0.9714 1.1458
C -1.1428 -2.7312 0.7747
C -3.2134 -1.0274 1.6773
C -4.0604 -1.7944 0.6596
C -3.3834 -1.7698 3.0079
C -3.7599 0.3954 1.8106
C 3.3780 -1.6344 0.9300
C 4.7232 -1.0815 0.3953
C 2.8998 -2.7815 0.0691
C 3.6437 -2.2291 2.2981
H 3.6469 0.8398 2.1671
H 2.3433 2.0079 1.9365
H 3.3821 1.7279 0.5924
H 3.2092 -0.6603 5.7877
H 2.1503 -0.4836 8.0593
H -0.2439 0.0072 8.2027
H -1.7484 -0.2347 6.3412
H -1.5650 -3.3910 1.4926
H -0.0436 -2.8374 0.7355
H -1.5225 -2.9359 -0.1920
H -3.7166 -2.8264 0.6067
H -3.9987 -1.4238 -0.3540
H -5.0805 -1.7121 0.9928
H -2.9306 -2.7604 2.9627
H -4.4240 -2.0507 3.2685
H -2.9622 -1.3332 3.8631
H -3.5805 1.0086 0.9302
H -3.3445 0.8573 2.6849
H -4.8494 0.3818 1.9580
H 4.6564 -0.6762 -0.6050
H 5.4595 -1.8759 0.3755
H 5.1864 -0.2831 0.9911
H 2.8650 -2.4515 -0.9743
H 1.9681 -3.1906 0.3915
H 3.6672 -3.5193 0.1753
H 4.1044 -1.4999 2.9981
H 4.3724 -3.0621 2.1600
H 2.7922 -2.6490 2.7742
C 0.4622 -3.9441 -4.3167
C 0.6390 -4.0920 -2.8475
C 2.0005 -4.6934 -2.5359
C -0.4354 -4.8937 -2.1852
C 0.4486 -2.7548 -2.2599
N 0.2938 -1.7268 -1.7564
H 0.4161 -4.9556 -4.7367
H 1.2967 -3.3776 -4.6955
H -0.4634 -3.4295 -4.5709
H 2.0202 -5.6563 -3.0865
H 2.1894 -4.9068 -1.5036
H 2.7904 -4.0917 -2.9929
H -0.4893 -5.9685 -2.5240
H -1.4434 -4.4273 -2.1818
H -0.2197 -4.9681 -1.1263
C -5.3126 1.8866 -1.3571
O -4.0737 1.2005 -1.3734
C -3.6098 0.6771 -2.4859
S -4.3988 0.8087 -3.9507
S -2.1694 -0.3419 -2.2391
H -5.3830 2.3601 -0.4183
H -6.0841 1.1415 -1.5303
H -5.4188 2.6740 -2.1113

Cartesian forces (eV/Å) of the 3 atoms listed first:
Hf -0.05 1.02 0.29
C 0.03 -1.30 -0.28
N -0.79 0.70 -0.16



In eV Å⁻¹, the maximum force values for the records above are, in order, 1.42; 1.06; 2.52.
In eV, the gap between HOMO and LUMO values for the records above are, in order, 6.9; 7.3; 6.9.
In eV, the LUMO energy values for the records above are, in order, -0.6056; -3.4041; -5.6679.